Record 1
Density functional theory data (wB97M-V/def2-TZVPD) for 2 unconnected molecules or ions with the total composition C3H9NO2S.

Geometry (Å):
C: -1.905 -0.567 -1.160
S: -1.516 1.153 -1.400
C: 0.206 1.068 -1.938
C: 1.117 1.053 -0.747
N: 0.824 1.741 0.366
O: 2.139 0.483 -0.860
H: -1.811 -1.240 -2.029
H: -2.969 -0.502 -0.878
H: -1.343 -1.002 -0.316
H: 0.359 0.064 -2.379
H: 0.553 1.816 -2.676
H: 0.081 2.441 0.448
H: 1.534 1.662 1.098
O: 0.565 -2.719 4.361
H: 1.359 -2.158 4.511
H: 0.807 -3.293 3.599

Net charge   0
HOMO   -8.70 eV

---

Record 2
Density functional theory data (wB97M-V/def2-TZVPD) for 2 unconnected molecules or ions with the total composition C3H9NO2S.

Geometry (Å):
C: -0.970 -0.769 0.815
C: 0.516 0.900 1.785
C: 0.495 0.492 -0.569
N: 0.176 0.088 0.637
O: 1.440 -0.940 -2.387
O: -1.016 -1.195 -1.996
S: -0.061 -0.127 -2.185
H: -1.882 -0.188 0.633
H: -0.952 -1.580 0.092
H: -0.986 -1.171 1.825
H: 1.500 1.342 1.655
H: -0.219 1.700 1.908
H: 0.522 0.282 2.680
H: -1.141 1.573 -1.229
H: 1.230 1.273 -0.673
H: 1.347 -1.680 -2.990

Net charge   0
HOMO (alpha / beta)   -7.98 / -7.98 eV

---

Record 3
Density functional theory data (wB97M-V/def2-TZVPD) for 2 unconnected molecules or ions with the total composition C3H9NO2S.

Geometry (Å):
N: 0.198 1.403 2.298
C: -0.529 0.404 1.534
C: -0.516 0.688 0.025
O: 0.169 1.466 -0.566
C: 0.110 -1.006 1.670
S: -0.780 -2.257 2.608
H: 0.283 1.128 3.268
H: 1.148 1.586 1.979
H: -1.572 0.481 1.803
H: -1.025 -0.117 -0.548
H: 1.123 -0.990 2.057
H: 0.202 -1.439 0.661
H: -0.966 -3.237 1.702
O: 0.571 0.990 -6.185
H: 0.124 0.181 -6.402
H: 1.461 0.720 -5.904

Net charge   0
HOMO   -9.34 eV

---

Record 4
Density functional theory data (wB97M-V/def2-TZVPD) for 2 unconnected molecules or ions with the total composition C3H9NO2S.

Geometry (Å):
N: 1.225 -0.443 -0.558
C: 0.014 -1.279 -0.310
C: -1.164 -0.349 -0.013
O: -1.889 -0.580 0.907
C: -0.373 -2.387 -1.325
S: 1.026 -3.490 -1.727
H: 1.827 -0.696 0.213
H: 1.752 -0.818 -1.342
H: 0.272 -1.807 0.619
H: -1.071 0.609 -0.546
H: -0.836 -1.932 -2.199
H: -1.117 -2.996 -0.820
H: 2.131 -2.861 -1.270
O: -0.886 6.490 3.033
H: -0.697 5.580 2.791
H: -0.215 6.959 2.548

Net charge   0
HOMO   -9.60 eV

---

Record 5
Density functional theory data (wB97M-V/def2-TZVPD) for a molecular structure, C3H9NO2S2.

Geometry (Å):
C: -1.554 -0.538 0.033
C: -0.505 1.688 -0.816
C: -0.224 0.164 -0.523
N: 1.132 -1.501 1.103
O: 0.584 0.754 1.920
O: 2.362 0.515 0.158
S: 0.383 -0.780 -1.850
S: 1.112 0.114 0.729
H: -1.359 -1.530 -0.231
H: -2.556 -0.129 -0.355
H: -1.676 -0.268 1.114
H: 0.045 1.924 -1.673
H: -1.622 1.705 -0.982
H: -0.168 2.411 -0.036
H: 0.337 -1.686 1.668
H: 2.028 -2.022 1.143
H: 1.681 -0.820 -1.402

Net charge   0
HOMO   -9.31 eV

---

Record 6
Density functional theory data (wB97M-V/def2-TZVPD) for 2 unconnected molecules or ions with the total composition C3H9NO2S2.

Geometry (Å):
C: 1.240 -0.208 -1.467
C: 0.845 -0.161 -0.237
C: 1.236 0.770 0.783
S: -0.642 -1.266 0.036
N: -0.672 -1.583 1.655
O: -0.491 -2.558 -0.504
O: -1.737 -0.484 -0.418
H: 1.924 0.551 -1.860
H: 0.703 -0.871 -2.184
H: 0.441 1.366 1.029
H: 1.890 1.486 0.305
H: 1.616 0.258 1.703
H: -1.410 -1.184 2.231
H: -0.081 -2.361 1.858
S: -1.310 2.368 -1.423
H: -1.177 1.121 -0.900
H: -2.375 2.756 -0.608

Net charge   0
HOMO   -9.20 eV